Record 1
DFT (ωB97M-V with the def2-TZVPD basis set) results for a structure of composition C41H109F3MnN9O12 in a non-equilibrium geometry.

XYZ file:
```
175
Properties=species:S:1:pos:R:3
Mn -10.98 -22.84 -10.97
C -9.21 -21.43 -8.22
O -9.69 -22.63 -7.59
O -9.70 -21.54 -9.54
C -9.61 -20.19 -7.33
F -8.51 -19.47 -7.06
F -10.56 -19.40 -7.74
F -10.01 -20.55 -6.14
C -8.87 -23.55 -6.98
C -9.67 -24.89 -6.62
H -9.01 -25.68 -6.26
H -10.50 -24.69 -5.93
H -10.05 -25.38 -7.51
H -8.34 -23.17 -6.10
H -8.10 -23.88 -7.67
H -8.13 -21.46 -8.21
C -12.06 -28.85 -8.18
O -11.69 -27.56 -8.57
H -12.28 -29.48 -9.04
H -11.28 -29.34 -7.59
H -12.98 -28.83 -7.61
H -12.00 -27.36 -9.45
C -2.33 -23.18 -9.75
C -3.31 -22.02 -9.96
C -3.77 -21.34 -8.74
O -4.57 -22.12 -7.91
C -5.14 -21.27 -6.91
N -2.77 -20.93 -10.89
H -2.03 -23.65 -10.69
H -2.87 -23.97 -9.23
H -1.36 -22.96 -9.31
H -4.15 -22.43 -10.52
H -4.41 -20.50 -9.00
H -2.91 -20.84 -8.30
H -4.42 -20.77 -6.27
H -5.69 -21.84 -6.16
H -6.01 -20.82 -7.38
H -2.38 -21.35 -11.72
H -1.99 -20.43 -10.49
C -8.11 -28.83 -7.52
C -7.82 -28.39 -8.91
C -6.54 -27.43 -8.87
O -6.44 -26.64 -9.99
C -5.76 -25.41 -9.81
N -7.65 -29.55 -9.76
H -9.05 -29.38 -7.48
H -8.20 -27.93 -6.92
H -7.33 -29.39 -7.01
H -8.67 -27.77 -9.22
H -5.66 -28.06 -8.76
H -6.60 -26.84 -7.96
H -5.78 -25.00 -8.80
H -6.24 -24.83 -10.60
H -4.75 -25.75 -10.00
H -7.01 -30.10 -9.20
H -7.21 -29.08 -10.54
C -9.34 -15.99 -6.65
C -9.09 -15.42 -5.20
C -10.47 -15.02 -4.57
O -10.41 -14.43 -3.29
C -11.75 -13.99 -2.94
N -8.30 -16.30 -4.39
H -9.83 -15.32 -7.36
H -10.05 -16.82 -6.59
H -8.43 -16.32 -7.14
H -8.50 -14.50 -5.19
H -11.10 -15.91 -4.61
H -10.84 -14.27 -5.26
H -12.12 -14.98 -2.70
H -12.37 -13.43 -3.65
H -11.83 -13.41 -2.02
H -8.53 -16.14 -3.42
H -8.61 -17.25 -4.54
C -8.35 -22.04 -14.31
C -9.09 -22.78 -13.16
C -8.32 -23.48 -12.08
O -9.31 -24.23 -11.34
C -9.40 -25.62 -11.59
N -10.06 -21.85 -12.67
H -8.89 -22.05 -15.26
H -7.44 -22.59 -14.58
H -8.15 -21.00 -14.07
H -9.67 -23.53 -13.69
H -8.06 -22.72 -11.33
H -7.48 -24.11 -12.36
H -9.66 -25.96 -12.59
H -9.82 -26.18 -10.75
H -8.38 -25.99 -11.44
H -10.60 -21.59 -13.48
H -9.42 -21.08 -12.52
C -13.43 -24.23 -7.83
C -12.82 -23.57 -9.05
C -12.87 -22.02 -9.19
O -12.57 -21.67 -10.53
C -12.85 -20.30 -10.73
N -11.45 -24.04 -9.23
H -12.87 -24.09 -6.90
H -13.54 -25.32 -7.79
H -14.41 -23.85 -7.56
H -13.34 -24.04 -9.88
H -12.29 -21.55 -8.39
H -13.86 -21.75 -8.84
H -12.67 -19.93 -11.75
H -12.28 -19.72 -10.01
H -13.88 -20.03 -10.51
H -10.96 -23.60 -8.47
H -11.35 -25.01 -8.94
C -10.28 -17.41 -9.90
C -10.04 -16.10 -10.68
C -9.64 -14.79 -9.93
O -9.61 -13.62 -10.79
C -8.82 -12.58 -10.19
N -9.13 -16.53 -11.72
H -9.35 -17.52 -9.34
H -10.48 -18.28 -10.53
H -11.08 -17.32 -9.16
H -10.85 -15.81 -11.36
H -8.64 -15.02 -9.55
H -10.33 -14.67 -9.10
H -9.23 -12.17 -9.27
H -8.50 -11.82 -10.91
H -7.85 -12.95 -9.87
H -8.30 -16.89 -11.27
H -8.74 -15.73 -12.21
C -6.05 -19.37 -12.40
C -6.93 -19.66 -11.16
C -6.66 -18.61 -10.09
O -6.55 -17.22 -10.52
C -5.99 -16.39 -9.55
N -8.26 -19.74 -11.56
H -5.74 -20.29 -12.89
H -5.19 -18.85 -11.98
H -6.40 -18.70 -13.19
H -6.63 -20.63 -10.76
H -5.77 -18.99 -9.57
H -7.43 -18.47 -9.34
H -6.12 -15.35 -9.83
H -4.98 -16.73 -9.29
H -6.45 -16.41 -8.57
H -8.60 -18.79 -11.44
H -8.76 -20.21 -10.82
C -11.80 -20.37 -3.35
C -12.37 -21.74 -3.64
C -13.87 -22.07 -3.51
O -14.56 -21.33 -4.46
C -15.87 -21.76 -4.72
N -11.94 -22.04 -5.01
H -12.20 -19.62 -4.04
H -10.72 -20.28 -3.28
H -12.23 -20.08 -2.39
H -11.84 -22.49 -3.05
H -14.23 -22.08 -2.48
H -14.12 -23.09 -3.78
H -15.88 -22.83 -4.95
H -16.39 -21.25 -5.53
H -16.46 -21.64 -3.81
H -11.11 -21.46 -5.06
H -12.52 -21.63 -5.73
C -12.83 -26.43 -5.01
C -11.76 -26.58 -3.94
C -11.52 -25.32 -2.90
O -10.47 -25.54 -1.99
C -9.18 -25.55 -2.61
N -12.11 -27.78 -3.14
H -12.64 -27.22 -5.74
H -12.75 -25.51 -5.59
H -13.80 -26.34 -4.52
H -10.86 -26.74 -4.54
H -12.49 -25.10 -2.46
H -11.18 -24.39 -3.37
H -9.06 -26.16 -3.50
H -8.49 -25.83 -1.81
H -8.96 -24.53 -2.91
H -11.31 -27.97 -2.56
H -12.10 -28.52 -3.83
```

spin multiplicity = 6
expectation value of S² = 8.75
HOMO energy (spin up / spin down) = -0.38908 / -0.38908 Eh
Kohn-Sham gap (spin up / spin down) = 8.13 / 7.63 eV
total energy = -4473.26782 Eh
LUMO level (spin up / spin down) = -2.5 / -3.0 eV
ΔE to the lowest compared entry with this formula, charge and spin = 153.13 kJ/mol
total charge = +1



Record 2
DFT (ωB97M-V with the def2-TZVPD basis set) results for the molecule C4H6N2OS in a non-equilibrium geometry.

XYZ file:
```
14
Properties=species:S:1:pos:R:3
C 0.88 -1.59 -0.24
C -0.45 -0.89 -0.06
N -1.62 -1.33 -0.25
S -2.79 -0.18 -0.03
N -1.72 1.14 0.38
O -0.99 0.91 1.58
C -0.37 0.58 0.37
C 0.68 1.51 -0.16
H 1.63 -0.93 0.05
H 1.05 -2.04 -1.18
H 1.04 -2.39 0.52
H 1.21 1.93 0.67
H 0.15 2.34 -0.81
H 1.30 0.93 -0.84
```

HOMO energy = -0.32838 Eh
Kohn-Sham gap = 9.68 eV
total energy = -738.83570 Eh
LUMO level = 0.7 eV
ΔE to the lowest compared entry with this formula, charge and spin = 443.66 kJ/mol
SMILES string = CC1=NSN2O[C@@]12C



Record 3
DFT (ωB97M-V with the def2-TZVPD basis set) results for a structure of composition C27H22N4O8Ti.

XYZ file:
```
62
Properties=species:S:1:pos:R:3
Ti 0.93 -0.73 -0.39
C -1.31 -4.12 2.37
O -0.94 -2.80 2.04
C -0.09 -2.15 2.89
C 0.39 -2.72 4.06
C 1.20 -1.98 4.92
C 1.53 -0.67 4.60
C 1.07 -0.12 3.42
C 0.27 -0.84 2.55
N -0.19 -0.28 1.33
N -0.65 0.96 1.50
C -1.08 1.62 0.40
C -1.14 1.07 -0.89
O -0.66 -0.16 -1.16
C -1.68 1.81 -1.97
C -2.12 3.09 -1.79
C -2.05 3.71 -0.51
C -2.48 5.03 -0.31
C -2.41 5.62 0.93
C -1.89 4.89 2.02
C -1.47 3.60 1.85
C -1.53 2.98 0.58
H -1.80 -4.17 3.34
H -0.44 -4.78 2.36
H -2.00 -4.44 1.60
H 0.14 -3.74 4.32
H 1.57 -2.44 5.82
H 2.17 -0.09 5.26
H 1.33 0.89 3.14
H -1.71 1.32 -2.93
H -2.53 3.65 -2.63
H -2.88 5.59 -1.15
H -2.74 6.64 1.07
H -1.83 5.36 2.99
H -1.07 3.03 2.67
O 0.82 -1.00 -4.50
C 1.13 -0.73 -3.35
O 1.19 -1.52 -2.34
C 1.56 0.68 -2.98
C 1.79 1.77 -3.79
C 2.25 2.94 -3.20
C 2.52 2.99 -1.83
C 2.27 1.85 -1.10
N 1.78 0.77 -1.68
C 2.55 1.56 0.37
O 3.01 2.41 1.10
O 2.28 0.32 0.65
H 1.60 1.69 -4.86
H 2.43 3.82 -3.81
H 2.91 3.87 -1.35
N -1.05 -3.49 -3.41
C -0.15 -4.16 -2.48
C -0.50 -3.84 -1.01
C 0.76 -3.73 -0.18
O 1.38 -4.71 0.18
O 1.17 -2.50 0.11
H -1.59 -4.14 -3.96
H -0.55 -2.86 -4.02
H 0.88 -3.84 -2.67
H -0.16 -5.25 -2.63
H -1.10 -4.64 -0.58
H -1.06 -2.91 -0.99
```

spin multiplicity = 2
expectation value of S² = 0.79
HOMO energy (spin up / spin down) = -0.12883 / -0.18476 Eh
Kohn-Sham gap (spin up / spin down) = 5.57 / 7.10 eV
total energy = -2712.78970 Eh
LUMO level (spin up / spin down) = 2.1 / 2.1 eV
ΔE to the lowest compared entry with this formula, charge and spin = 129.53 kJ/mol
total charge = -1



Q: What is the total energy in the third record?
A: -2712.78970 Eh



Q: What is the formula in the first record?
A: C41H109F3MnN9O12